[1]
This record from OMol25 describes a molecular structure, C7H18ClIrOPt. The level of theory is ωB97M-V/def2-TZVPD.

- Energy relative to the best compared isomer or geometry (same formula, charge and spin): 27.69 kcal/mol
- Charge: 0
- Frontier orbital gap (spin up / spin down): 6.12 / 6.99 eV
- ⟨S²⟩: 20.020
- E_HOMO (spin up / spin down): -5.619 / -9.773 eV
- Spin multiplicity: 9
- Calculated total energy: -1036.0706 Eh

```
29
C7H18ClIrOPt, DFT ωB97M-V/def2-TZVPD
Ir 0.96712 -3.00224 -2.74096
Cl 0.45677 -2.43679 -0.62769
C 2.31968 -2.93015 -4.16124
C -0.45143 -3.86950 -3.79268
H 1.85719 -3.13754 -5.14041
H 2.75137 -1.91112 -4.13946
H 3.10148 -3.67972 -3.92872
H -0.20899 -3.83110 -4.87031
H -1.38953 -3.32060 -3.57323
H -0.54456 -4.92004 -3.44448
Pt -0.09191 0.74199 -0.05459
C 1.77272 0.02234 0.24894
C -0.04811 1.11837 -1.83365
H 2.24754 -0.32339 -0.68104
H 2.29861 0.92963 0.60078
H 1.80667 -0.73537 1.03725
H -0.91767 1.09620 -2.52956
H 0.90695 1.41881 -2.31975
C -1.50433 0.29176 3.82435
C -1.41665 0.97459 2.47468
C -1.37713 2.49152 2.54029
O -0.26032 0.41711 1.83343
H -0.69638 0.62860 4.48007
H -1.43179 -0.79184 3.70998
H -2.45586 0.52865 4.31343
H -2.29234 0.64867 1.88854
H -0.61925 2.81014 3.26572
H -1.13982 2.93853 1.56979
H -2.34907 2.87158 2.87808
```

=====

[2]
This record from OMol25 describes a molecular structure, C7H18ClN2O11Zr. The level of theory is ωB97M-V/def2-TZVPD.

- Energy relative to the best compared isomer or geometry (same formula, charge and spin): 0.00 kcal/mol
- Charge: +1
- Frontier orbital gap: 4.36 eV
- E_HOMO: -9.000 eV
- Calculated total energy: -1721.8437 Eh

```
40
C7H18ClN2O11Zr, DFT ωB97M-V/def2-TZVPD
Zr -0.71155 -1.02780 -0.51108
C 1.78463 1.14107 3.85899
C 1.44364 0.41167 2.71853
C 0.63033 1.11486 1.61787
O 0.38701 0.36533 0.61877
C 0.27744 2.44085 1.80215
C 0.59910 3.17508 2.97085
C 1.37826 2.45971 4.06373
O 1.64140 3.01637 5.13936
O 0.22798 4.34473 3.00774
O 1.70764 -0.81917 2.50622
H 2.25360 0.59702 4.66483
H -0.26497 2.80629 0.93858
Cl -2.97401 0.35057 -0.16733
C -0.11454 1.88443 -2.41549
O -0.55675 0.93761 -1.74817
N 0.13437 3.11359 -1.92843
N -0.01764 1.81701 -3.78379
H 0.18627 3.91209 -2.52711
H 0.11633 3.22667 -0.92406
H 0.23983 2.62774 -4.31087
H -0.53820 1.06682 -4.20169
O -1.23427 -1.34648 1.72998
H -0.69156 -1.81553 2.38315
H -2.03349 -1.07284 2.20486
O 1.27617 -0.82740 -1.63189
H 1.62903 -1.45110 -2.28080
H 2.03547 -0.29393 -1.34758
O -2.11016 -2.89427 -0.25269
H -3.06418 -3.06030 -0.26189
H -1.70540 -3.73892 -0.01137
O 0.89828 -2.19188 0.53561
H 1.30447 -2.99013 0.18339
H 1.39072 -1.98322 1.38525
O 0.01061 -3.38315 -1.76641
H 0.81357 -3.90642 -1.63425
H -0.47000 -3.85670 -2.45928
O -1.76212 -1.32446 -2.38965
H -1.70308 -2.09162 -2.97238
H -2.41423 -0.73420 -2.80363
```

=====

[3]
This record from OMol25 describes 3 unconnected molecules or ions with the total composition C7H18ClN8O2. The level of theory is ωB97M-V/def2-TZVPD.

- Charge: +1
- Frontier orbital gap: 7.86 eV
- E_HOMO: -11.286 eV
- Calculated total energy: -1326.0558 Eh

```
36
C7H18ClN8O2, DFT ωB97M-V/def2-TZVPD
C 1.69955 -2.15577 0.58155
C 2.03876 -0.58598 0.49110
Cl 3.27728 -0.17797 1.80433
C 0.68719 0.18753 0.91723
N -0.33304 0.08817 -0.15757
C -1.51608 -0.53798 -0.03104
N -1.91095 -1.16654 1.19505
C -3.21676 -1.65624 0.91980
N -3.53031 -1.35563 -0.42441
N -2.53149 -0.66684 -1.04080
H 1.31213 -2.43864 1.61083
H 0.87475 -2.38579 -0.16410
H 2.60621 -2.80269 0.36308
H 2.39969 -0.30561 -0.54761
H 0.92334 1.29151 1.11061
H 0.36680 -0.25174 1.91024
H -0.13432 0.51904 -1.06974
H -3.79698 -2.18755 1.72573
H -4.41929 -1.63930 -0.84245
H -2.48851 -0.31013 -2.01007
C -3.07203 -0.23150 -5.00913
O -2.76749 0.39719 -3.99660
N -2.97422 -1.58176 -5.09120
N -3.53041 0.37360 -6.12686
H -3.21784 -2.11096 -5.90879
H -2.63573 -2.06859 -4.27923
H -3.61662 1.37654 -6.10406
H -3.78469 -0.11785 -6.96414
C 4.28757 3.08101 5.07085
O 4.58271 3.70948 6.07298
N 4.39061 1.72828 4.99739
N 3.82953 3.67896 3.93931
H 4.15258 1.19384 4.18281
H 4.72669 1.24872 5.81550
H 3.73955 4.68087 3.95463
H 3.58178 3.18029 3.10479
```

=====

[4]
This record from OMol25 describes 2 unconnected molecules or ions with the total composition C7H18N2O. The level of theory is ωB97M-V/def2-TZVPD.

- Energy relative to the best compared isomer or geometry (same formula, charge and spin): 37.66 kcal/mol
- Charge: 0
- Frontier orbital gap: 9.58 eV
- E_HOMO: -8.709 eV
- Calculated total energy: -462.2218 Eh

```
28
C7H18N2O, DFT ωB97M-V/def2-TZVPD
C 0.43476 -1.23009 0.39574
C 0.66092 -2.12989 1.62334
C 0.36979 -2.08954 -0.87461
C 1.89214 0.35217 -0.87615
N 1.47267 -0.21234 0.39681
N -0.86368 -0.54147 0.53846
H 2.28274 -0.54239 0.90605
H -1.59842 -1.20611 0.75770
H -0.81693 0.28770 1.19006
H -0.16137 -2.83414 1.74328
H -0.36764 -2.88036 -0.74828
H 1.57781 -2.70485 1.50768
H 0.73946 -1.52293 2.52463
H 0.07617 -1.47536 -1.72028
H 1.33589 -2.55187 -1.06739
H 1.01792 0.67827 -1.43008
H 2.46460 -0.34473 -1.50020
H 2.52083 1.21803 -0.66712
C -1.78996 2.01447 0.07527
C -0.48744 2.80024 0.02188
C -1.75610 0.70475 -0.87631
O -1.09628 0.65401 -1.88719
H -2.71260 0.15837 -0.78713
H -2.10998 1.81393 1.10130
H -2.59991 2.61305 -0.35739
H -0.59453 3.76964 0.50776
H 0.30358 2.24183 0.51654
H -0.19443 2.95960 -1.01436
```

=====

Number 1: strongest force on any atom 5.6 eV/A. Number 2: strongest force on any atom 6.4 eV/A. Number 3: strongest force on any atom 5.2 eV/A. Number 4: strongest force on any atom 2.3 eV/A.